## w
This record from the OMol25 dataset describes the ion C3H6NO2S with charge +1. The level of theory is ωB97M-V/def2-TZVPD.

Values from the calculation:
**Total charge**: +1
**HOMO energy**: -13.910 eV
**SMILES string**: C1CSC2([NH2+]1)OO2

Cartesian coordinates (Å):
C -0.96 0.23 0.31
C -0.56 1.33 -0.72
S 1.35 1.44 -0.65
C 1.31 -0.60 0.13
N -0.12 -0.98 0.24
O 2.20 -0.89 1.06
O 2.19 -1.47 -0.26
H -0.89 0.71 1.29
H -2.03 -0.13 0.17
H -0.98 1.29 -1.79
H -0.83 2.36 -0.54
H -0.21 -1.61 1.13
H -0.47 -1.66 -0.37

Löwdin atomic charges, in units of e:
1. C -0.1768
2. C -0.4184
3. S 0.9018
4. C -0.6540
5. N 0.1302
6. O 0.1506
7. O 0.1579
8. H 0.1405
9. H 0.1657
10. H 0.1110
11. H 0.0649
12. H 0.2575
13. H 0.1690

## x
This record from the OMol25 dataset describes a cluster of 2 separate species, C3H6NO2S in total. The level of theory is ωB97M-V/def2-TZVPD.

Values from the calculation:
**Total charge**: +1
**HOMO energy**: -15.423 eV

Cartesian coordinates (Å):
C -2.30 -2.37 -0.18
C 1.82 0.68 -0.45
C 1.20 0.70 0.87
N -1.66 -1.55 0.23
O -0.99 0.78 -1.32
O -2.23 0.82 0.96
S -1.17 0.46 0.09
H -2.87 -3.10 -0.76
H 1.01 0.62 -1.28
H 2.31 1.63 -0.68
H 2.55 -0.11 -0.57
H 0.98 1.49 1.58
H 1.37 -0.05 1.51

Löwdin atomic charges, in units of e:
1. C 0.1429
2. C -0.1025
3. C 0.0860
4. N 0.0400
5. O -0.3235
6. O -0.3037
7. S 0.8512
8. H 0.1301
9. H 0.1127
10. H 0.1073
11. H 0.1010
12. H 0.1070
13. H 0.0516

Q: What are the energies relative to the best structure? A: w 0.0332; x 0.0000, in hartree.

## w
This record from the OMol25 dataset describes the molecule C5H2O. The level of theory is ωB97M-V/def2-TZVPD.

Values from the calculation:
**HOMO energy**: -9.558 eV

Cartesian coordinates (Å):
O -1.63 -1.36 0.10
C -1.39 -0.24 0.49
C -0.03 0.36 0.56
C 0.21 1.62 0.09
C 1.19 0.57 -0.52
C 1.30 -0.52 0.12
H -2.16 0.45 0.87
H 1.94 -1.24 0.61

Löwdin atomic charges, in units of e:
1. O 0.0706
2. C -0.2442
3. C -0.3000
4. C 0.1370
5. C -0.0079
6. C 0.1024
7. H 0.1317
8. H 0.1104

## x
This record from the OMol25 dataset describes the molecule C5H2O. The level of theory is ωB97M-V/def2-TZVPD.

Values from the calculation:
**HOMO energy**: -10.057 eV
**SMILES string**: C#CC#CC=O

Cartesian coordinates (Å):
C 2.71 -0.28 -0.02
C 1.67 -0.26 -0.64
C 0.37 -0.08 -0.30
C -0.78 0.07 -0.06
C -2.17 0.25 0.14
O -3.00 -0.39 -0.47
H 3.62 -0.31 0.47
H -2.43 1.00 0.89

Löwdin atomic charges, in units of e:
1. C 0.1833
2. C -0.0942
3. C -0.0641
4. C 0.0440
5. C -0.2897
6. O 0.0680
7. H 0.0363
8. H 0.1165

Q: What are the energies relative to the best structure? A: w 0.1085; x 0.0000, in hartree.

## w
This record from the OMol25 dataset describes a cluster of 2 separate species, C2H8NS in total. The level of theory is ωB97M-V/def2-TZVPD.

Values from the calculation:
**Total charge**: -1
**HOMO energy**: -2.270 eV

Cartesian coordinates (Å):
N -2.47 -0.72 -1.64
H -1.49 -0.88 -1.81
H -2.54 -0.88 -0.65
H -2.55 0.25 -1.71
C 1.07 1.32 -0.71
C 1.30 -0.04 -0.03
S 0.21 -0.29 1.42
H 1.87 1.28 -1.37
H 0.00 1.43 -1.10
H 0.97 2.03 0.14
H 1.13 -0.90 -0.80
H 2.31 -0.25 0.48

Löwdin atomic charges, in units of e:
1. N 0.0162
2. H -0.0134
3. H -0.0127
4. H -0.0374
5. C -0.2590
6. C -0.8781
7. S 0.0055
8. H 0.0133
9. H 0.0645
10. H 0.0372
11. H 0.0386
12. H 0.0253

## x
This record from the OMol25 dataset describes a cluster of 2 separate species, C2H8NS in total. The level of theory is ωB97M-V/def2-TZVPD.

Values from the calculation:
**Total charge**: -1
**HOMO energy**: -2.772 eV

Cartesian coordinates (Å):
S 0.83 1.17 -2.74
H 1.93 0.44 -2.53
C 0.45 0.43 1.31
N -0.55 0.45 0.26
C -1.07 -0.88 -0.06
H 0.01 0.11 2.25
H 1.27 -0.28 1.13
H 0.88 1.42 1.44
H -0.10 0.80 -0.60
H -0.95 -1.05 -1.13
H -2.14 -0.95 0.17
H -0.57 -1.67 0.50

Löwdin atomic charges, in units of e:
1. S -0.2291
2. H -0.4595
3. C -0.1960
4. N -0.2037
5. C -0.1789
6. H 0.0570
7. H 0.0650
8. H 0.0636
9. H -0.0744
10. H 0.0477
11. H 0.0536
12. H 0.0548

Q: What are the energies relative to the best structure? A: w 0.0218; x 0.0000, in hartree.

## w
This record from the OMol25 dataset describes a cluster of 2 separate species, C2H8NS in total. The level of theory is ωB97M-V/def2-TZVPD.

Values from the calculation:
**Total charge**: -1
**HOMO energy**: -2.537 eV

Cartesian coordinates (Å):
S 1.69 -2.02 -0.28
H 1.82 -1.20 -1.27
C -1.21 2.56 0.15
C -1.66 1.14 0.43
N -0.54 0.17 0.16
H -0.94 2.57 -0.93
H -1.95 3.30 0.48
H -0.15 2.76 0.55
H -2.20 1.10 1.41
H -2.33 0.97 -0.46
H -0.74 -0.58 -0.47
H 0.39 0.06 0.62

Löwdin atomic charges, in units of e:
1. S -0.2553
2. H -0.5060
3. C -0.1796
4. C -0.3617
5. N -0.0590
6. H 0.0645
7. H 0.0540
8. H 0.0798
9. H 0.0868
10. H 0.1014
11. H -0.0156
12. H -0.0094

## x
This record from the OMol25 dataset describes a cluster of 2 separate species, C2H8NS in total. The level of theory is ωB97M-V/def2-TZVPD.

Values from the calculation:
**Total charge**: -1
**HOMO energy**: -2.795 eV

Cartesian coordinates (Å):
S 1.28 2.86 -0.94
H 1.16 2.68 0.38
C 0.09 -1.60 0.35
C -0.51 -0.48 -0.46
N -0.88 0.67 0.40
H 1.05 -1.26 0.77
H 0.35 -2.48 -0.23
H -0.51 -1.83 1.24
H -1.42 -0.80 -0.98
H 0.22 -0.12 -1.20
H -0.81 1.47 -0.25
H -0.02 0.90 0.91

Löwdin atomic charges, in units of e:
1. S -0.2705
2. H -0.4670
3. C -0.1388
4. C -0.3826
5. N -0.0625
6. H 0.0649
7. H 0.0528
8. H 0.0627
9. H 0.0884
10. H 0.0677
11. H -0.0302
12. H 0.0150

## y
This record from the OMol25 dataset describes a cluster of 2 separate species, C2H8NS in total. The level of theory is ωB97M-V/def2-TZVPD.

Values from the calculation:
**Total charge**: -1
**HOMO energy**: -2.149 eV

Cartesian coordinates (Å):
N 1.70 0.74 -2.99
H 1.93 0.19 -2.17
H 2.54 1.31 -3.07
H 0.96 1.38 -2.71
C -0.61 -1.23 1.37
C -1.22 0.13 1.28
S -0.33 1.66 2.00
H -1.19 -2.05 0.92
H -0.55 -1.52 2.43
H 0.37 -1.28 0.89
H -2.19 0.16 1.77
H -1.43 0.53 0.28

Löwdin atomic charges, in units of e:
1. N -0.0056
2. H -0.0001
3. H -0.0057
4. H 0.0081
5. C -0.2471
6. C -0.8164
7. S -0.0834
8. H 0.0469
9. H 0.0531
10. H 0.0469
11. H 0.0091
12. H -0.0060

Q: What are the energies relative to the best structure? A: w 0.0300; x 0.0000; y 0.0151, in hartree.

## w
This record from the OMol25 dataset describes a cluster of 2 separate species, C5H10N5 in total. The level of theory is ωB97M-V/def2-TZVPD.

Values from the calculation:
**Total charge**: +1
**HOMO energy**: -11.997 eV

Cartesian coordinates (Å):
C 0.53 -3.04 0.37
C -0.38 -1.31 -0.88
C -0.52 -1.09 0.56
C -0.72 -0.65 -1.99
C -0.10 2.21 0.75
N 0.03 -2.21 1.24
N 0.31 -2.52 -0.88
N -1.06 -0.04 1.02
N 0.23 2.42 -0.56
N 0.75 2.31 1.74
H 1.13 -3.84 0.49
H -0.41 -0.88 -3.00
H -1.24 0.27 -1.89
H -1.14 1.97 0.84
H 0.82 -2.82 -1.79
H -1.05 -0.04 2.03
H 1.18 2.52 -0.88
H -0.41 2.27 -1.40
H 0.37 2.00 2.59
H 1.69 2.48 1.66

Löwdin atomic charges, in units of e:
1. C -0.0860
2. C -0.2718
3. C -0.3636
4. C 0.1099
5. C -0.1798
6. N 0.1090
7. N 0.0495
8. N 0.1286
9. N 0.1614
10. N 0.2212
11. H 0.1031
12. H 0.0774
13. H 0.0383
14. H 0.1178
15. H 0.2082
16. H 0.0775
17. H 0.1244
18. H 0.1498
19. H 0.1187
20. H 0.1065

## x
This record from the OMol25 dataset describes a structure of composition C5H10N5. The level of theory is ωB97M-V/def2-TZVPD.

Values from the calculation:
**Total charge**: +1
**HOMO energy**: -12.692 eV

Cartesian coordinates (Å):
C 0.19 -1.59 0.54
C 1.02 0.70 0.42
C -2.00 2.08 -0.03
C -1.88 0.82 -0.29
C -0.07 -0.18 0.87
N -0.25 -2.38 1.38
N 1.49 1.58 1.26
N 0.75 -1.84 -0.71
N 1.49 0.25 -0.80
N 0.72 -0.67 -1.47
H -2.61 2.71 -0.62
H -1.28 2.53 0.61
H -2.43 0.05 -0.83
H -0.97 0.30 0.30
H -0.65 -0.11 1.80
H 0.00 -3.42 1.25
H 2.40 2.04 1.21
H 0.88 -2.69 -1.15
H 2.29 0.64 -1.34
H 0.92 -0.84 -2.40

Löwdin atomic charges, in units of e:
1. C -0.4127
2. C -0.3858
3. C 0.0813
4. C 0.0748
5. C 0.0224
6. N 0.1953
7. N 0.1939
8. N 0.0772
9. N 0.0440
10. N -0.0316
11. H 0.0905
12. H 0.0917
13. H 0.1284
14. H 0.0032
15. H 0.1713
16. H 0.1320
17. H 0.0751
18. H 0.1311
19. H 0.1899
20. H 0.1279

Q: What are the energies relative to the best structure? A: w 0.0000; x 0.2311, in hartree.

## w
This record from the OMol25 dataset describes the molecule C6H13P. The level of theory is ωB97M-V/def2-TZVPD.

Values from the calculation:
**HOMO energy**: -9.339 eV
**SMILES string**: C[C@H]1[C@H](P)C[C@@H]1C

Cartesian coordinates (Å):
C 0.39 2.02 0.08
C 0.12 0.55 0.24
C -1.18 -0.07 -0.43
P -2.87 -0.27 0.36
C -0.29 -1.31 -0.71
C 1.02 -0.60 -0.20
C 1.98 -1.25 0.81
H 0.32 2.27 -1.05
H 1.38 2.26 0.20
H -0.07 2.79 0.61
H -0.17 0.53 1.25
H -1.18 0.57 -1.45
H -3.68 -0.40 -0.83
H -3.18 1.18 0.45
H -0.13 -1.75 -1.63
H -0.61 -2.22 0.01
H 1.55 -0.13 -0.96
H 2.51 -0.49 1.43
H 2.78 -1.96 0.37
H 1.31 -1.74 1.44

Löwdin atomic charges, in units of e:
1. C -0.0636
2. C -0.3819
3. C -0.5622
4. P 0.7792
5. C -0.1714
6. C -0.3216
7. C -0.0537
8. H 0.1095
9. H 0.0406
10. H 0.0553
11. H 0.1038
12. H 0.1336
13. H -0.1210
14. H -0.0937
15. H 0.0674
16. H 0.1422
17. H 0.1118
18. H 0.0822
19. H 0.1017
20. H 0.0420

## x
This record from the OMol25 dataset describes a cluster of 2 separate species, C6H13P in total. The level of theory is ωB97M-V/def2-TZVPD.

Values from the calculation:
**HOMO energy (alpha / beta)**: -8.195 / -7.890 eV

Cartesian coordinates (Å):
C -2.36 0.03 0.28
C 2.45 1.90 0.62
C -1.14 0.56 0.09
C -0.74 2.03 -0.02
C 0.44 -1.87 1.14
C 0.44 -1.00 -1.56
P 0.52 -0.36 0.15
H -2.56 -1.01 0.24
H -3.39 0.58 0.35
H 2.43 2.34 -0.44
H 3.22 1.24 0.87
H 0.28 2.21 0.21
H -0.73 2.29 -1.07
H -1.36 2.75 0.45
H 1.38 -2.40 1.16
H 0.41 -1.37 2.08
H -0.29 -2.63 0.92
H 1.30 -1.50 -1.94
H -0.18 -1.82 -1.47
H 0.10 -0.17 -2.14

Löwdin atomic charges, in units of e:
1. C -0.0135
2. C 0.0586
3. C -0.4590
4. C -0.1468
5. C -0.2862
6. C -0.2688
7. P 0.9284
8. H 0.0265
9. H 0.0968
10. H -0.0481
11. H -0.1419
12. H -0.0474
13. H 0.0744
14. H 0.0662
15. H 0.0382
16. H 0.0169
17. H 0.0368
18. H 0.0357
19. H 0.0027
20. H 0.0304

Q: What are the energies relative to the best structure? A: w 0.0000; x 0.1351, in hartree.

## w
This record from the OMol25 dataset describes a cluster of 2 separate species, C5H8O2S in total. The level of theory is ωB97M-V/def2-TZVPD.

Values from the calculation:
**HOMO energy**: -9.386 eV

Cartesian coordinates (Å):
C 0.66 0.88 0.01
C 1.85 0.11 -0.55
C 0.33 -1.57 -0.15
C -0.44 -0.25 0.28
C 0.34 0.43 1.43
H -0.86 1.69 -1.19
H 2.85 0.46 -0.31
H 1.77 0.05 -1.72
H 0.00 -1.79 -1.19
H 0.09 -2.43 0.35
H -2.65 -0.34 1.02
H -0.22 1.10 2.11
H 1.17 -0.10 1.89
O 0.29 2.18 -0.36
O 1.71 -1.22 0.00
S -2.17 -0.24 -0.26

Löwdin atomic charges, in units of e:
1. C -0.5236
2. C -0.1141
3. C -0.1804
4. C -0.6424
5. C -0.0215
6. H 0.2861
7. H 0.1293
8. H 0.1566
9. H 0.1160
10. H 0.0902
11. H -0.0969
12. H 0.1259
13. H 0.1129
14. O -0.0867
15. O -0.1478
16. S 0.7967

## x
This record from the OMol25 dataset describes a cluster of 2 separate species, C5H8O2S in total. The level of theory is ωB97M-V/def2-TZVPD.

Values from the calculation:
**HOMO energy**: -8.245 eV

Cartesian coordinates (Å):
C 1.69 -1.34 -0.72
C -0.38 1.21 -0.23
C 1.04 0.91 -0.30
C -1.59 -0.58 0.99
C -1.43 0.14 -0.34
O 2.77 -1.49 -0.29
O 0.44 1.49 -1.37
S 2.43 1.48 0.57
H 1.03 -2.01 -1.26
H -0.68 2.11 0.31
H -1.83 0.13 1.78
H -0.67 -1.09 1.27
H -2.40 -1.32 0.94
H -2.38 0.60 -0.63
H -1.14 -0.56 -1.12
H 3.12 0.32 0.42

Löwdin atomic charges, in units of e:
1. C -0.0389
2. C -0.3052
3. C -0.6593
4. C -0.0933
5. C -0.2086
6. O -0.0085
7. O -0.0173
8. S 0.8051
9. H 0.0825
10. H 0.1481
11. H 0.0773
12. H 0.0698
13. H 0.0720
14. H 0.1126
15. H 0.1063
16. H -0.1427

## y
This record from the OMol25 dataset describes a structure of composition C5H8O2S. The level of theory is ωB97M-V/def2-TZVPD.

Values from the calculation:
**HOMO energy**: -8.803 eV

Cartesian coordinates (Å):
C -0.60 -0.14 -0.92
C 0.59 -0.55 0.07
C 0.73 0.87 0.67
C -0.72 1.26 1.06
C -0.87 1.30 -0.41
H 0.31 0.48 -2.60
H -1.49 -0.68 -0.97
H 1.19 -0.96 -0.98
H -0.66 -1.38 2.15
H 1.66 1.10 1.10
H -0.35 2.27 1.70
H -1.45 0.74 1.67
H -1.61 1.82 -1.04
O -0.13 -0.34 -2.23
O 0.40 1.74 -0.58
S 0.34 -1.94 1.17

Löwdin atomic charges, in units of e:
1. C -0.3555
2. C -0.6029
3. C -0.1928
4. C -0.0618
5. C -0.3485
6. H 0.1335
7. H 0.1236
8. H 0.1935
9. H -0.0508
10. H 0.1327
11. H 0.1901
12. H 0.0925
13. H 0.1658
14. O -0.0563
15. O -0.0659
16. S 0.7027

## z
This record from the OMol25 dataset describes the molecule C5H8O2S. The level of theory is ωB97M-V/def2-TZVPD.

Values from the calculation:
**HOMO energy**: -9.160 eV
**SMILES string**: C[C@H]1O[C@@]1(C)C(O)=S

Cartesian coordinates (Å):
C 0.75 -1.90 0.42
C 0.93 -0.57 -0.05
O 0.53 -0.36 -1.50
C -0.07 0.47 -0.50
C 0.41 1.78 -0.51
C -1.39 0.08 0.01
O -1.49 0.71 1.27
S -2.71 -0.62 -0.81
H -0.23 -2.23 0.31
H 1.41 -2.72 0.09
H 0.75 -1.84 1.51
H 1.91 -0.14 -0.03
H -0.10 2.53 0.31
H 1.62 1.65 -0.45
H 0.12 2.45 -1.51
H -2.44 0.72 1.44

Löwdin atomic charges, in units of e:
1. C -0.0410
2. C -0.2206
3. O -0.0026
4. C -0.5972
5. C -0.0444
6. C -0.6936
7. O -0.0065
8. S 0.6933
9. H 0.0543
10. H 0.1101
11. H 0.1023
12. H 0.1226
13. H 0.1419
14. H 0.1442
15. H 0.1507
16. H 0.0865

Q: What are the energies relative to the best structure? A: w 0.0557; x 0.0341; y 0.0408; z 0.0000, in hartree.